# C72H172N4O16

A cluster of 16 separate species, C72H172N4O16 in total at a distorted geometry (wB97M-V/def2-TZVPD, OMol25).

Each atom is followed by the atoms it is bonded to, with distances in Å.
Element x y z (Å)
1 C -2.1503 1.5243 0.4770  C2 1.567, H12 1.090, H13 1.090, H14 1.090
2 C -1.1323 0.7568 -0.4336  C1 1.567, C3 1.603, N7 1.458, C11 1.547
3 C -0.0177 1.8339 -0.8407  C2 1.603, C4 1.500, H15 1.090, H16 1.090
4 C 1.2318 1.2983 -1.4734  C3 1.500, C5 1.504, H17 1.090, H18 1.090
5 C 1.8550 0.3331 -0.5034  C4 1.504, C6 1.544, H19 1.090, H20 1.090
6 C 0.9325 -0.8076 -0.0224  C5 1.544, N7 1.484, C9 1.502, C10 1.533
7 N -0.4398 -0.3210 0.2633  C2 1.458, C6 1.484, O8 1.353
8 O -1.1653 -1.1671 1.0299  N7 1.353, H30 0.960
9 C 0.8742 -1.9166 -1.0338  C6 1.502, H21 1.090, H22 1.090, H23 1.090
10 C 1.7053 -1.3818 1.1704  C6 1.533, H24 1.090, H25 1.090, H26 1.090
11 C -1.7393 0.1771 -1.7326  C2 1.547, H27 1.090, H28 1.090, H29 1.090
12 H -1.7231 1.7330 1.4579  C1 1.090
13 H -2.9350 0.8543 0.8284  C1 1.090
14 H -2.5590 2.4458 0.0625  C1 1.090
15 H -0.3837 2.6789 -1.4239  C3 1.090
16 H 0.2607 2.4142 0.0390  C3 1.090
17 H 1.9221 2.1041 -1.7233  C4 1.090
18 H 0.9634 0.7261 -2.3615  C4 1.090
19 H 2.2431 0.8278 0.3870  C5 1.090
20 H 2.6868 -0.1202 -1.0425  C5 1.090
21 H 1.9069 -2.1645 -1.2789  C9 1.090
22 H 0.3908 -2.8170 -0.6547  C9 1.090
23 H 0.5271 -1.6640 -2.0356  C9 1.090
24 H 2.7581 -1.6465 1.0726  C10 1.090
25 H 1.7926 -0.6132 1.9383  C10 1.090
26 H 1.2202 -2.2841 1.5427  C10 1.090
27 H -2.6896 0.6357 -2.0060  C11 1.090
28 H -2.1346 -0.8378 -1.7767  C11 1.090
29 H -1.1537 0.5743 -2.5617  C11 1.090
30 H -1.6537 -1.6770 0.3795  O8 0.960
31 C -6.7947 -2.6729 3.6606  C32 1.526, H42 1.090, H43 1.090, H44 1.090
32 C -5.4675 -3.3948 3.8765  C31 1.526, C33 1.552, N37 1.482, C41 1.527
33 C -5.2369 -3.5652 5.4020  C32 1.552, C34 1.576, H45 1.090, H46 1.090
34 C -6.3086 -4.4728 6.1170  C33 1.576, C35 1.499, H47 1.090, H48 1.090
35 C -6.2811 -5.8575 5.5423  C34 1.499, C36 1.648, H49 1.090, H50 1.090
36 C -6.1403 -5.9365 3.9020  C35 1.648, N37 1.534, C39 1.518, C40 1.603
37 N -5.4512 -4.7348 3.2428  C32 1.482, C36 1.534, O38 1.377
38 O -5.4924 -4.8193 1.8687  N37 1.377, H60 0.960
39 C -5.2803 -7.1388 3.5579  C36 1.518, H51 1.090, H52 1.090, H53 1.090
40 C -7.6154 -6.1806 3.3238  C36 1.603, H54 1.090, H55 1.090, H56 1.090
41 C -4.3694 -2.5560 3.2258  C32 1.527, H57 1.090, H58 1.090, H59 1.090
42 H -7.6163 -3.3891 3.6660  C31 1.090
43 H -6.8635 -2.4274 2.6008  C31 1.090
44 H -6.8696 -1.7091 4.1642  C31 1.090
45 H -4.3464 -4.1937 5.4129  C33 1.090
46 H -4.8343 -2.7542 6.0088  C33 1.090
47 H -7.3160 -4.0707 6.0092  C34 1.090
48 H -6.0440 -4.4520 7.1742  C34 1.090
49 H -7.2260 -6.3602 5.7485  C35 1.090
50 H -5.4603 -6.3583 6.0557  C35 1.090
51 H -5.6537 -7.7114 2.7088  C39 1.090
52 H -4.2205 -6.9240 3.4209  C39 1.090
53 H -5.2520 -7.8401 4.3919  C39 1.090
54 H -8.3483 -5.4166 3.5833  C40 1.090
55 H -7.8787 -6.1500 2.2665  C40 1.090
56 H -7.9532 -7.1704 3.6308  C40 1.090
57 H -4.7882 -2.0283 2.3689  C41 1.090
58 H -3.4609 -3.1064 2.9811  C41 1.090
59 H -3.9528 -1.7305 3.8030  C41 1.090
60 H -4.5902 -4.9157 1.5551  O38 0.960
61 C 1.8256 5.3368 -1.1767  C62 1.566, H72 1.090, H73 1.090, H74 1.090
62 C 1.9751 6.8819 -0.9667  C61 1.566, C63 1.575, N67 1.446, C71 1.550
63 C 1.1328 7.4322 -2.1780  C62 1.575, C64 1.561, H75 1.090, H76 1.090
64 C -0.4220 7.3476 -2.0625  C63 1.561, C65 1.506, H77 1.090, H78 1.090
65 C -0.7819 7.9609 -0.7350  C64 1.506, C66 1.644, H79 1.090, H80 1.090
66 C 0.0143 7.4279 0.6011  C65 1.644, N67 1.468, C69 1.536, C70 1.595
67 N 1.4435 7.4186 0.2661  C62 1.446, C66 1.468, O68 1.352
68 O 2.1980 7.0871 1.3380  N67 1.352, H90 0.960
69 C -0.1573 8.5234 1.6637  C66 1.536, H81 1.090, H82 1.090, H83 1.090
70 C -0.6156 6.0337 1.0517  C66 1.595, H84 1.090, H85 1.090, H86 1.090
71 C 3.4407 7.2533 -1.3065  C62 1.550, H87 1.090, H88 1.090, H89 1.090
72 H 2.1641 5.0949 -2.1842  C61 1.090
73 H 0.8384 4.8853 -1.0792  C61 1.090
74 H 2.2844 4.7330 -0.3937  C61 1.090
75 H 1.3913 8.4838 -2.3022  C63 1.090
76 H 1.6179 7.0035 -3.0550  C63 1.090
77 H -0.8251 6.3406 -2.1698  C64 1.090
78 H -0.8834 7.8514 -2.9118  C64 1.090
79 H -1.8621 7.8363 -0.6602  C65 1.090
80 H -0.6621 9.0402 -0.8289  C65 1.090
81 H -1.1898 8.4935 2.0115  C69 1.090
82 H 0.3390 8.2018 2.5793  C69 1.090
83 H 0.2297 9.5314 1.5148  C69 1.090
84 H -0.6829 5.1650 0.3968  C70 1.090
85 H -0.1552 5.7240 1.9898  C70 1.090
86 H -1.6349 6.3657 1.2491  C70 1.090
87 H 3.7154 6.9121 -2.3046  C71 1.090
88 H 4.0609 6.6910 -0.6084  C71 1.090
89 H 3.7081 8.2939 -1.1230  C71 1.090
90 H 2.6805 7.9148 1.3990  O68 0.960
91 C -3.8031 -2.2025 -6.4999  C92 1.582, H102 1.090, H103 1.090, H104 1.090
92 C -3.0581 -0.8285 -6.7457  C91 1.582, C93 1.616, N97 1.497, C101 1.556
93 C -3.2186 -0.3247 -8.2723  C92 1.616, C94 1.599, H105 1.090, H106 1.090
94 C -4.5467 0.4972 -8.6148  C93 1.599, C95 1.479, H107 1.090, H108 1.090
95 C -4.8050 1.3905 -7.4643  C94 1.479, C96 1.450, H109 1.090, H110 1.090
96 C -4.7434 0.9854 -6.0733  C95 1.450, N97 1.475, C99 1.613, C100 1.571
97 N -3.5085 0.2308 -5.7892  C92 1.497, C96 1.475, O98 1.370
98 O -3.2351 -0.1843 -4.5124  N97 1.370, H120 0.960
99 C -4.6328 2.3316 -5.1923  C96 1.613, H111 1.090, H112 1.090, H113 1.090
100 C -6.0081 0.1795 -5.6044  C96 1.571, H114 1.090, H115 1.090, H116 1.090
101 C -1.5179 -0.9737 -6.5756  C92 1.556, H117 1.090, H118 1.090, H119 1.090
102 H -4.0344 -2.7807 -7.3945  C91 1.090
103 H -4.8469 -2.2107 -6.1858  C91 1.090
104 H -3.3993 -2.8367 -5.7107  C91 1.090
105 H -2.4148 0.3654 -8.5285  C93 1.090
106 H -3.1574 -1.2344 -8.8696  C93 1.090
107 H -5.4270 -0.1438 -8.5662  C94 1.090
108 H -4.4107 0.9942 -9.5753  C94 1.090
109 H -5.7741 1.8895 -7.4687  C95 1.090
110 H -4.1276 2.2409 -7.5418  C95 1.090
111 H -5.3776 3.0793 -5.4651  C99 1.090
112 H -5.0010 2.2100 -4.1736  C99 1.090
113 H -3.6479 2.7860 -5.0849  C99 1.090
114 H -6.5010 -0.3831 -6.3972  C100 1.090
115 H -5.8305 -0.3681 -4.6789  C100 1.090
116 H -6.7982 0.8699 -5.3092  C100 1.090
117 H -1.3562 -1.7945 -5.8769  C101 1.090
118 H -1.0672 -0.0535 -6.2041  C101 1.090
119 H -1.0074 -1.0828 -7.5324  C101 1.090
120 H -2.8623 0.6576 -4.2408  O98 0.960
121 C -1.7187 -5.1818 3.1658  C122 1.521, H125 1.090, H126 1.090, H127 1.090
122 C -1.1436 -4.7758 1.8180  C121 1.521, C123 1.567, O124 1.456, H128 1.090
123 C 0.3837 -5.1093 1.7074  C122 1.567, H129 1.090, H130 1.090, H131 1.090
124 O -1.9368 -5.5275 0.8565  C122 1.456, H132 0.960
125 H -2.8079 -5.1561 3.1322  C121 1.090
126 H -1.3217 -4.6161 4.0088  C121 1.090
127 H -1.4660 -6.2242 3.3598  C121 1.090
128 H -1.3210 -3.7165 1.6323  C122 1.090
129 H 0.4848 -6.1727 1.9246  C123 1.090
130 H 1.0693 -4.5565 2.3497  C123 1.090
131 H 0.6512 -4.9670 0.6603  C123 1.090
132 H -2.5218 -4.8578 0.4947  O124 0.960
133 C 0.1108 0.1340 4.2980  C134 1.591, H137 1.090, H138 1.090, H139 1.090
134 C 0.0905 -1.0238 5.3884  C133 1.591, C135 1.515, O136 1.379, H140 1.090
135 C 0.5960 -2.3564 4.8748  C134 1.515, H141 1.090, H142 1.090, H143 1.090
136 O 0.8348 -0.5816 6.4624  C134 1.379, H144 0.960
137 H -0.5029 -0.1548 3.4448  C133 1.090
138 H 1.0984 0.2770 3.8596  C133 1.090
139 H -0.3159 1.0974 4.5774  C133 1.090
140 H -0.9215 -1.0110 5.7929  C134 1.090
141 H 1.6392 -2.6679 4.9286  C135 1.090
142 H 0.2616 -2.5004 3.8474  C135 1.090
143 H 0.2339 -3.1843 5.4842  C135 1.090
144 H 1.7224 -0.3147 6.2122  O136 0.960
145 C -5.0594 4.4308 2.2330  C146 1.518, H149 1.090, H150 1.090, H151 1.090
146 C -5.3735 2.9681 2.4877  C145 1.518, C147 1.536, O148 1.343, H152 1.090
147 C -5.8557 2.1674 1.2692  C146 1.536, H153 1.090, H154 1.090, H155 1.090
148 O -4.2327 2.3785 2.8813  C146 1.343, H156 0.960
149 H -4.2085 4.5235 1.5581  C145 1.090
150 H -4.8956 4.9450 3.1800  C145 1.090
151 H -5.8789 4.9748 1.7632  C145 1.090
152 H -6.1630 2.8785 3.2339  C146 1.090
153 H -5.2104 1.9817 0.4106  C147 1.090
154 H -6.5808 2.7711 0.7234  C147 1.090
155 H -6.1982 1.2454 1.7389  C147 1.090
156 H -3.7688 2.9043 3.5369  O148 0.960
157 C 5.5411 1.1522 1.4666  C158 1.545, H161 1.090, H162 1.090, H163 1.090
158 C 4.9038 1.3718 2.8569  C157 1.545, C159 1.642, O160 1.310, H164 1.090
159 C 3.4476 2.1263 2.9299  C158 1.642, H165 1.090, H166 1.090, H167 1.090
160 O 4.6887 0.1729 3.3387  C158 1.310, H168 0.960
161 H 5.5742 2.0094 0.7942  C157 1.090
162 H 4.9863 0.3166 1.0399  C157 1.090
163 H 6.5847 0.8470 1.5439  C157 1.090
164 H 5.6017 1.9368 3.4748  C158 1.090
165 H 3.6036 3.1783 2.6913  C159 1.090
166 H 2.9984 2.0883 3.9223  C159 1.090
167 H 2.6485 1.8801 2.2307  C159 1.090
168 H 4.6386 0.1143 4.2956  O160 0.960
169 C -0.6819 5.3030 5.3596  C170 1.535, H173 1.090, H174 1.090, H175 1.090
170 C -1.7884 4.4251 5.9598  C169 1.535, C171 1.461, O172 1.393, H176 1.090
171 C -2.4899 4.9907 7.1100  C170 1.461, H177 1.090, H178 1.090, H179 1.090
172 O -2.7516 4.1625 4.9888  C170 1.393, H180 0.960
173 H -1.0829 6.1791 4.8499  C169 1.090
174 H -0.0366 4.7784 4.6550  C169 1.090
175 H -0.0200 5.3308 6.2252  C169 1.090
176 H -1.2794 3.5223 6.2974  C170 1.090
177 H -2.6901 6.0477 6.9342  C171 1.090
178 H -1.7894 4.9732 7.9450  C171 1.090
179 H -3.4341 4.5113 7.3683  C171 1.090
180 H -3.2625 4.8707 4.5901  O172 0.960
181 C 4.0007 -0.7453 -7.6164  C182 1.524, H185 1.090, H186 1.090, H187 1.090
182 C 3.7487 -1.0667 -6.1480  C181 1.524, C183 1.609, O184 1.388, H188 1.090
183 C 2.6590 -2.2423 -6.0076  C182 1.609, H189 1.090, H190 1.090, H191 1.090
184 O 4.9130 -1.4497 -5.4964  C182 1.388, H192 0.960
185 H 4.7251 0.0692 -7.6234  C181 1.090
186 H 3.1439 -0.3990 -8.1944  C181 1.090
187 H 4.4420 -1.6261 -8.0828  C181 1.090
188 H 3.1906 -0.1662 -5.8914  C182 1.090
189 H 1.6691 -1.8318 -6.2066  C183 1.090
190 H 2.6286 -2.7122 -5.0245  C183 1.090
191 H 2.7773 -3.0179 -6.7642  C183 1.090
192 H 5.5815 -0.7687 -5.6010  O184 0.960
193 C 4.9347 -4.0060 -1.9657  C194 1.539, H197 1.090, H198 1.090, H199 1.090
194 C 4.6209 -5.4199 -2.4869  C193 1.539, C195 1.563, O196 1.423, H200 1.090
195 C 3.4134 -5.5860 -3.4646  C194 1.563, H201 1.090, H202 1.090, H203 1.090
196 O 5.7837 -5.8843 -3.1630  C194 1.423, H204 0.960
197 H 5.9726 -3.7390 -2.1651  C193 1.090
198 H 4.8566 -3.8569 -0.8888  C193 1.090
199 H 4.2441 -3.2439 -2.3268  C193 1.090
200 H 4.4561 -6.0958 -1.6479  C194 1.090
201 H 3.5727 -5.0632 -4.4077  C195 1.090
202 H 2.5252 -5.1215 -3.0363  C195 1.090
203 H 3.2922 -6.6484 -3.6761  C195 1.090
204 H 5.7994 -5.4122 -3.9987  O196 0.960
205 C 5.9804 -1.7407 6.2795  C206 1.539, H209 1.090, H210 1.090, H211 1.090
206 C 4.4822 -1.8661 6.6079  C205 1.539, C207 1.519, O208 1.389, H212 1.090
207 C 4.3821 -2.5637 7.9538  C206 1.519, H213 1.090, H214 1.090, H215 1.090
208 O 3.9989 -0.5640 6.6157  C206 1.389, H216 0.960
209 H 6.4259 -0.9507 6.8841  C205 1.090
210 H 6.1213 -1.6195 5.2055  C205 1.090
211 H 6.5888 -2.6268 6.4604  C205 1.090
212 H 3.8835 -2.4311 5.8935  C206 1.090
213 H 3.4207 -3.0512 8.1153  C207 1.090
214 H 4.7045 -1.8061 8.6680  C207 1.090
215 H 5.1998 -3.2785 8.0462  C207 1.090
216 H 4.4830 0.0139 7.2099  O208 0.960
217 C -4.8212 -4.3485 -1.5374  C218 1.489, H221 1.090, H222 1.090, H223 1.090
218 C -4.0984 -3.1101 -1.1344  C217 1.489, C219 1.553, O220 1.438, H224 1.090
219 C -5.0276 -1.8787 -0.9564  C218 1.553, H225 1.090, H226 1.090, H227 1.090
220 O -3.5919 -3.2967 0.1982  C218 1.438, H228 0.960
221 H -4.2150 -5.2543 -1.5249  C217 1.090
222 H -5.2763 -4.1790 -2.5132  C217 1.090
223 H -5.7159 -4.4997 -0.9334  C217 1.090
224 H -3.3084 -2.9127 -1.8589  C218 1.090
225 H -4.5007 -0.9972 -0.5910  C219 1.090
226 H -5.8195 -2.0731 -0.2331  C219 1.090
227 H -5.5645 -1.5516 -1.8468  C219 1.090
228 H -4.3254 -3.0649 0.7725  O220 0.960
229 C 3.6354 2.9137 -4.6967  C230 1.550, H233 1.090, H234 1.090, H235 1.090
230 C 4.3202 4.1906 -4.1453  C229 1.550, C231 1.559, O232 1.416, H236 1.090
231 C 4.8052 4.0022 -2.6761  C230 1.559, H237 1.090, H238 1.090, H239 1.090
232 O 5.4598 4.5450 -4.9071  C230 1.416, H240 0.960
233 H 3.4715 2.7557 -5.7627  C229 1.090
234 H 2.5948 2.9081 -4.3722  C229 1.090
235 H 4.0952 1.9937 -4.3357  C229 1.090
236 H 3.6363 5.0325 -4.2533  C230 1.090
237 H 3.9834 4.0744 -1.9637  C231 1.090
238 H 5.4643 4.8485 -2.4824  C231 1.090
239 H 5.4401 3.1492 -2.4362  C231 1.090
240 H 6.1576 4.9495 -4.3865  O232 0.960
241 C 6.7340 -3.2066 1.6328  C242 1.539, H245 1.090, H246 1.090, H247 1.090
242 C 5.5827 -3.1323 2.6511  C241 1.539, C243 1.500, O244 1.432, H248 1.090
243 C 4.2659 -3.6623 2.1673  C242 1.500, H249 1.090, H250 1.090, H251 1.090
244 O 5.8263 -3.9146 3.8259  C242 1.432, H252 0.960
245 H 6.3003 -2.8755 0.6892  C241 1.090
246 H 7.0717 -4.2328 1.4881  C241 1.090
247 H 7.5078 -2.4925 1.9149  C241 1.090
248 H 5.5397 -2.0852 2.9510  C242 1.090
249 H 3.8368 -3.4016 1.1999  C243 1.090
250 H 3.5186 -3.5473 2.9524  C243 1.090
251 H 4.2662 -4.7428 2.0241  C243 1.090
252 H 5.1716 -3.7514 4.5088  O244 0.960
253 C 6.4766 0.4488 -3.4645  C254 1.557, H257 1.090, H258 1.090, H259 1.090
254 C 7.0496 1.1279 -4.7435  C253 1.557, C255 1.504, O256 1.398, H260 1.090
255 C 8.4824 1.5796 -4.8099  C254 1.504, H261 1.090, H262 1.090, H263 1.090
256 O 6.8901 0.2184 -5.7926  C254 1.398, H264 0.960
257 H 5.3949 0.3373 -3.5387  C253 1.090
258 H 6.7601 1.0878 -2.6282  C253 1.090
259 H 7.1287 -0.4198 -3.3730  C253 1.090
260 H 6.3256 1.9174 -4.9449  C254 1.090
261 H 9.1462 0.7233 -4.6910  C255 1.090
262 H 8.7728 2.3850 -4.1352  C255 1.090
263 H 8.7624 1.8872 -5.8174  C255 1.090
264 H 6.7350 0.7299 -6.5900  O256 0.960

Output
Charge: 0
Strongest force on any atom (eV/Å): 5.4
LUMO energy (eV): 0.25

Atomic partial charges in e from the Mulliken method, atoms 1 to 99:
1 C -2.572
2 C 3.298
3 C -2.203
4 C -0.616
5 C -0.432
6 C 2.867
7 N 0.129
8 O 0.977
9 C -2.102
10 C -0.642
11 C -2.038
12 H 0.359
13 H 0.095
14 H 0.524
15 H 0.562
16 H 0.541
17 H 0.001
18 H 0.379
19 H -0.703
20 H 0.604
21 H 0.402
22 H -0.187
23 H 0.370
24 H -0.279
25 H -0.544
26 H -0.239
27 H 0.882
28 H -0.171
29 H 0.498
30 H -0.345
31 C -1.832
32 C 2.522
33 C -1.408
34 C -0.883
35 C -1.166
36 C 1.402
37 N 0.337
38 O -0.434
39 C -1.598
40 C -1.905
41 C -2.351
42 H 0.277
43 H 0.350
44 H 0.365
45 H 0.412
46 H 0.512
47 H 0.387
48 H 0.465
49 H 0.419
50 H 0.445
51 H 0.374
52 H 0.137
53 H 0.496
54 H 0.426
55 H 0.309
56 H 0.502
57 H 0.120
58 H 0.078
59 H 0.603
60 H 0.281
61 C -1.092
62 C 1.232
63 C -1.699
64 C -0.485
65 C -1.333
66 C 1.517
67 N 0.438
68 O -0.421
69 C -1.972
70 C -1.599
71 C -1.836
72 H 0.294
73 H -0.260
74 H 0.631
75 H 0.427
76 H 0.582
77 H 0.198
78 H 0.484
79 H 0.431
80 H 0.416
81 H 0.438
82 H 0.452
83 H 0.387
84 H 0.290
85 H 0.364
86 H 0.397
87 H 0.301
88 H 0.480
89 H 0.411
90 H 0.377
91 C -1.526
92 C 1.647
93 C -1.346
94 C -0.791
95 C -1.653
96 C 2.014
97 N -0.161
98 O 0.157
99 C -2.041